Entry from OMol25: a gas-phase ion, C6H3Br2O3 (charge -1) in a non-equilibrium geometry (ωB97M-V/def2-TZVPD).

total charge	-1
total energy	-5604.1569	Ha
ΔE to the lowest compared entry with this formula, charge and spin	252.9	kJ/mol
SMILES string	C/C(Br)=C(\[O-])C(=O)C(Br)=C=O

Each line ends with the natural charge from an NBO analysis.
Positions of all 14 atoms, in Å:
Br (1.049, -1.946, -0.237)  -0.0142
Br (-1.636, -1.286, 3.489)  -0.0682
O (-2.416, -1.431, 0.026)  -0.5477
O (0.587, 1.294, 2.362)  -0.4373
O (-1.152, 1.276, -0.952)  -0.7573
C (1.474, 0.485, -1.760)  -0.6665
C (-0.616, 0.239, -0.479)  0.2660
C (-1.013, -0.448, 1.707)  -0.3947
C (-0.207, 0.522, 2.006)  0.7473
C (0.623, -0.205, -0.735)  -0.3003
C (-1.610, -0.617, 0.423)  0.5046
H (1.791, -0.253, -2.570)  0.2083
H (2.354, 0.991, -1.149)  0.1974
H (0.770, 1.379, -2.131)  0.2626